No. 1
C7H11F | wB97M-V/def2-TZVPD

orbital gap = 0.3987 Eh
lowest unoccupied orbital energy = 1.004 eV
F_max = 5.8 eV Å⁻¹

Each line ends with the Mulliken charge.
Positions of all 19 atoms, in Å:
H 0.15260 1.66666 -1.49908  0.3280
H 0.25533 1.85213 0.32287  0.5537
H 2.48364 0.68261 0.89073  0.2165
C -0.50088 -1.14050 0.31043  0.1043
H -0.07069 -1.97829 1.01705  0.3117
H -2.72550 -0.61244 1.40114  0.2518
H 2.31473 0.40472 -1.36602  0.2824
H 1.84662 -1.04847 1.47399  0.3121
C 0.53345 -0.06341 -0.13819  0.6724
C 1.82604 -0.27710 0.76511  -1.0002
C -1.57613 -0.14535 0.76121  -0.4741
F -1.04708 -1.81452 -0.79228  -0.3179
H 1.68434 -1.38758 -1.31782  0.2704
H -2.36204 1.69508 -0.38986  0.3349
H -1.86696 -0.01244 -1.44511  0.2472
C 1.79369 -0.42157 -0.83192  -0.6536
C -0.12867 1.28552 -0.44072  -1.1310
H -0.89985 0.54916 1.71538  0.1721
C -1.71266 0.76581 -0.43691  -0.4807

No. 2
C7H11F6N2O5S5Sc | wB97M-V/def2-TZVPD

orbital gap = 0.3367 Eh
lowest unoccupied orbital energy = -6.803 eV
F_max = 1.6 eV Å⁻¹
charge = +2

Each line ends with the Mulliken charge.
Positions of all 37 atoms, in Å:
H -0.22559 2.03563 -4.91836  0.3058
H -5.44861 -0.64428 0.96633  0.4414
H -3.98910 -0.26253 -0.01547  0.2621
O 0.54560 -0.75867 2.94349  -0.6167
H -1.25869 3.17938 -2.82372  0.2583
H -4.19086 -2.93645 1.58851  0.4289
H 2.45553 2.46932 -3.55058  0.3409
N 2.75573 -1.15044 1.90646  -0.4081
C 0.34866 2.54576 -4.14449  -0.5615
C -3.21879 -2.44754 1.66494  -0.8972
O -2.10997 -0.09128 2.04628  -0.3716
C 1.63693 1.79701 -3.79520  -0.5427
F 4.13044 -2.99510 -0.01476  -0.1491
S -1.11576 1.61140 -0.55876  -0.3282
F 3.60144 -1.07111 -0.86466  -0.1965
F 2.52362 -2.85373 -1.46588  -0.1748
O 1.41226 -3.26247 1.33101  -0.5155
S 1.99995 -0.42199 3.05992  1.0307
C -4.49080 -0.12299 0.94078  -0.8696
S -3.49570 -0.78980 2.25591  0.4368
H 0.55725 3.56161 -4.47245  0.3392
S 1.91323 -2.01728 0.88214  1.2332
N -0.44370 2.58560 -2.90999  -0.1446
C 1.81383 1.36066 2.46076  0.6914
Sc -0.34228 0.02688 1.28832  0.9284
F 0.51172 1.73210 2.73008  -0.2132
H -4.64731 0.93239 1.15691  0.3406
O 0.83906 -1.14918 0.23367  -0.3671
H -2.73923 -2.41586 0.68621  0.2724
C -0.14332 1.72973 -1.96620  0.3948
S 1.25494 0.79769 -2.31453  0.0829
O 2.60377 -0.41420 4.32607  -0.5004
F 2.64256 2.22377 2.91854  -0.1558
H 1.94638 1.12789 -4.59296  0.3908
F 1.81633 1.31208 1.10048  -0.1079
H -2.60877 -2.96957 2.40029  0.3520
C 3.15926 -2.25444 -0.47907  0.5899

No. 3
C7H11FO | wB97M-V/def2-TZVPD

orbital gap = 0.3251 Eh
lowest unoccupied orbital energy = 0.775 eV
F_max = 4.5 eV Å⁻¹

Each line ends with the Mulliken charge.
Positions of all 20 atoms, in Å:
C 1.00680 -1.57353 1.51752  -1.6903
H 0.38903 -1.46924 2.45085  0.4613
H 0.98175 1.19871 0.86273  0.4068
C -0.93599 -1.62327 0.61560  -0.5408
H -2.61104 1.72389 -2.31943  0.2723
H 1.17579 -2.57353 1.04726  0.3743
H 0.35940 -0.66993 -1.76402  0.3968
H 1.89930 -0.55599 -0.94004  0.4399
C -1.62591 0.96684 -0.65444  0.0636
H -2.25812 3.04841 -1.08537  0.2509
C -2.48051 1.92923 -1.24509  -0.9173
O -0.74840 1.51745 0.14765  -0.2077
F -0.96179 -2.71588 -0.13055  -0.1409
C 0.97282 -0.99539 -0.97321  -1.6698
H -0.41928 0.77482 1.83906  0.3297
H -3.50319 1.49978 -0.73274  0.2352
H 0.85110 -2.12566 -1.11232  0.4049
C 0.30193 -0.76072 0.44316  2.0758
C 0.07774 0.66682 0.86216  -0.9432
H 1.91255 -1.00988 1.83541  0.3985

No. 4
C7H11IN2O2 | wB97M-V/def2-TZVPD

orbital gap = 0.3587 Eh
lowest unoccupied orbital energy = 0.207 eV
F_max = 4.8 eV Å⁻¹
structure (SMILES) = CC[C@]12NC(=O)N(C)[C@@]1(CI)O2

Each line ends with the Mulliken charge.
Positions of all 23 atoms, in Å:
I -2.77615 -0.98612 1.18949  0.0392
H 0.95104 1.38888 3.14595  0.3090
N 0.36270 0.73956 1.19967  0.2116
C -0.02132 -2.36675 -1.23372  -1.0919
C 0.44984 -0.03831 -1.08440  0.2902
H 2.64228 0.00851 -0.82760  0.2689
C -0.39327 0.66345 0.01884  0.9446
C 0.15552 1.63395 2.36391  -0.9360
H -1.01135 -0.77408 -2.53914  0.3459
C 1.67029 0.49846 0.82042  0.1970
O 2.68950 0.80230 1.37092  -0.6287
H -2.48394 1.02659 -0.63183  0.5553
H 0.47487 -2.19054 -0.27761  0.3436
H 0.18298 2.61381 1.92972  0.3869
H -0.88973 1.42711 2.85275  0.2436
H -2.32429 1.66147 0.80954  0.5592
H 0.68588 -3.09610 -1.79632  0.2524
N 1.69888 -0.13998 -0.40380  -0.1661
C 0.00484 -1.01749 -2.06361  -0.4529
O 0.07945 1.40194 -1.14679  -0.6109
H 0.71970 -1.12608 -2.87135  0.3131
C -1.94144 0.78876 0.28262  -1.6761
H -0.92626 -2.91936 -1.10766  0.3019

No. 5
C7H11IN3 | wB97M-V/def2-TZVPD

orbital gap (spin up / spin down) = 0.2408 / 0.2481 Eh
lowest unoccupied orbital energy (spin up / spin down) = -6.789 / -6.667 eV
F_max = 4.8 eV Å⁻¹
charge = +1
structure (SMILES) = C[C@H]1[C@@H]2CN3C=N[N@@H+](I)[C@@H]3[C@H]12

Each line ends with the Mulliken charge.
Positions of all 22 atoms, in Å:
H 1.36067 2.61074 0.79840  0.4161
C 0.80865 2.02043 0.04608  0.0445
H 2.79279 -0.65047 -0.42049  0.3471
C 0.04652 0.44470 -1.28431  -0.0759
H -2.40242 -1.11880 2.05988  0.4151
N -0.82706 1.62974 -1.27954  -0.2006
C 1.81528 -0.27538 0.09329  -0.7583
H -0.83516 -1.67444 -1.15199  0.3743
C -0.51511 -0.81638 -0.52581  -0.7280
N -0.31582 2.49708 -0.38072  -0.5740
C -0.52035 -0.67641 0.94560  0.3028
H -1.78028 1.59392 -1.35173  0.5241
H -1.73991 -2.39234 0.98037  0.2671
C 0.71018 -1.26973 0.34348  -0.1149
N 1.19289 0.83265 -0.49001  0.0098
H -1.07186 -2.02490 2.70419  0.2838
H 0.40738 0.04250 -2.19391  0.4207
H 1.26542 -2.15040 0.45733  0.4930
C -1.49270 -1.54030 1.68205  -1.5129
I -0.84836 2.60469 -3.52650  0.3227
H -0.23920 0.24348 1.37604  0.4312
H 2.18845 0.06963 1.11830  0.3122

No. 6
C7H11IO | wB97M-V/def2-TZVPD

orbital gap = 0.3248 Eh
lowest unoccupied orbital energy = -0.177 eV
F_max = 3.7 eV Å⁻¹
structure (SMILES) = C=C[C@@](I)(CC)C(C)=O

Each line ends with the Mulliken charge.
Positions of all 20 atoms, in Å:
C -0.61711 0.99912 1.00329  0.7733
C -0.17864 -1.19824 -0.13715  -0.3597
H 1.39426 0.16988 0.29598  0.4722
H -0.74236 -2.00799 0.48679  0.3139
H 0.05187 -1.78409 -1.08891  0.4403
H 2.07622 -1.34373 -0.08154  0.3363
H -1.28366 -0.52850 2.13575  0.3444
C -0.82896 0.40078 2.30650  -1.2644
C -0.77295 0.69500 -1.60842  -0.2315
H 0.20850 0.21363 2.67076  0.2802
H -1.76256 2.69605 -1.50811  0.2500
C -1.13805 1.93627 -2.00605  -0.8655
H -0.90394 2.25596 -2.97772  0.3240
C 1.20994 -0.86641 0.45830  -1.2258
H -1.23203 1.00473 3.07616  0.4145
I -3.29188 -0.11139 -0.08714  0.0890
H -0.23899 -0.01497 -2.37967  0.1272
H 1.42752 -0.99466 1.53787  0.2386
O -0.17640 2.05557 0.64455  -0.5189
C -1.00656 0.10090 -0.20769  0.0619

No. 7
C7H11N | wB97M-V/def2-TZVPD

orbital gap = 0.3493 Eh
lowest unoccupied orbital energy = 0.687 eV
F_max = 0.6 eV Å⁻¹
structure (SMILES) = C=CC(=C)C.CC#N

Each line ends with the Mulliken charge.
Positions of all 19 atoms, in Å:
H -2.33628 2.66821 -0.07218  0.2616
C 5.38473 0.61708 1.73607  -0.7129
N 5.23015 0.64605 -0.83853  -0.3359
H -0.79334 0.90552 -0.67434  0.2417
H -3.95533 -0.89940 0.49352  0.3363
H 5.98202 1.46275 2.07495  0.2524
C -1.25631 -1.61278 -1.03341  -1.0670
C 5.29978 0.63347 0.30197  0.2921
H -3.74960 -2.19374 -0.69249  0.3378
H -3.72807 1.48760 -0.02349  0.2461
H 5.85289 -0.31080 2.06255  0.2524
C -1.84037 0.67643 -0.51896  -0.2426
H 4.38385 0.68683 2.16076  0.2521
C -2.67712 1.65330 -0.18813  -0.8422
C -3.62612 -1.12822 -0.51891  -1.3407
C -2.19390 -0.72480 -0.70505  1.1919
H -4.26529 -0.58533 -1.21338  0.3372
H -1.48478 -2.65501 -1.17972  0.2598
H -0.22691 -1.32715 -1.17124  0.2799

No. 8
C7H11N | wB97M-V/def2-TZVPD

orbital gap = 0.3626 Eh
lowest unoccupied orbital energy = 1.103 eV
F_max = 5.9 eV Å⁻¹
structure (SMILES) = C1N[C@H]2C[C@H]3C[C@@H]1[C@H]32

Each line ends with the Mulliken charge.
Positions of all 19 atoms, in Å:
C 1.27814 0.22789 1.31262  -0.8687
H -0.70810 2.27072 -0.38418  0.2772
H -0.66194 -2.31901 0.25608  0.2698
H 2.07928 -0.37711 1.12151  0.3690
N 1.23192 1.37415 0.25681  -0.5117
H 2.22102 1.27881 -0.36512  0.2936
C -1.16211 -0.72842 -0.80450  -0.5884
C -0.03830 -1.48653 -0.07541  -0.5391
H -2.02387 -1.30929 -1.05332  0.4570
C -1.01403 0.26554 0.47200  -0.2547
C 0.09090 -0.52795 1.21733  -0.1885
C -0.56865 0.43790 -1.59578  -0.5417
H 0.97418 -1.81050 -0.59008  0.3056
H -0.05467 -1.06801 2.17753  0.4178
H 1.41422 0.76142 2.30133  0.2920
H 0.23058 -0.08817 -2.34402  0.2224
H -1.33393 1.02398 -2.27853  0.2432
C -0.13786 1.22413 -0.40875  -0.2169
H -1.81676 0.85046 0.78448  0.5620

No. 9
C7H11N | wB97M-V/def2-TZVPD

orbital gap = 0.3437 Eh
lowest unoccupied orbital energy = 0.909 eV
F_max = 3.3 eV Å⁻¹
structure (SMILES) = C=C=CC.CC=C=N

Each line ends with the Mulliken charge.
Positions of all 19 atoms, in Å:
H 0.43641 0.55994 2.65926  0.2126
H -2.27769 -1.16572 -1.81858  0.2395
C -0.72443 0.12744 -1.79678  0.3635
C 0.03020 1.11988 -1.47006  -0.2357
C 0.70441 -1.50212 2.59765  -0.5314
H -1.13861 -1.11633 -3.40512  0.2519
C -1.39468 -0.78619 -2.36686  -0.7090
H -1.19027 2.91916 -1.01415  0.3097
C 1.32003 -0.09249 2.53266  -0.7034
H 0.11485 -3.33225 -0.07043  0.2666
H 1.77848 -0.09456 1.49127  0.1751
H 0.71748 1.12149 -0.70288  0.2206
H 0.42321 -1.84840 3.59090  0.3344
H 2.05172 0.01480 3.40362  0.3060
H -0.89523 2.89753 -2.67408  0.2786
C -0.43486 2.57007 -1.66493  -1.0058
N -0.24811 -2.55160 0.57692  -0.4150
H 0.40951 3.29006 -1.42567  0.2862
C 0.31759 -2.13071 1.55728  0.3558

No. 10
C7H11N | wB97M-V/def2-TZVPD

orbital gap = 0.3255 Eh
lowest unoccupied orbital energy = 0.991 eV
F_max = 6.2 eV Å⁻¹
structure (SMILES) = CCCc1cc[nH]c1

Each line ends with the Mulliken charge.
Positions of all 19 atoms, in Å:
H 3.37564 0.00440 -1.34241  0.2767
N 2.30065 1.58282 -0.18757  -0.0202
H -2.67430 -0.78083 0.92686  0.2011
C 2.39296 0.35948 -0.77996  -0.6274
H -1.92858 0.80332 0.09675  0.2918
C 0.72742 0.13387 0.73074  0.5105
C 1.44310 -0.53514 -0.31986  -0.7380
H -0.90308 -0.70771 -1.72255  0.2607
H -2.79912 -0.80635 -1.62980  0.3479
C -1.83301 -0.94851 -1.06889  -1.0110
H -0.67727 -1.31276 1.85164  0.4166
H 2.58909 2.50743 -0.19952  0.2091
H 0.50428 2.31383 0.83773  0.3662
C -0.57388 -0.34695 1.28142  -0.9326
H -0.62985 0.22449 2.15242  0.4108
C 1.06895 1.49340 0.38459  -0.4769
H 1.37224 -1.57654 -0.25352  0.5018
C -1.75789 -0.23352 0.31061  -0.2063
H -1.99734 -2.17471 -1.06868  0.2193

No. 11
C7H11N | wB97M-V/def2-TZVPD

orbital gap = 0.3174 Eh
lowest unoccupied orbital energy = 1.035 eV
F_max = 5.0 eV Å⁻¹
structure (SMILES) = CCc1c[nH]c(C)c1

Each line ends with the Mulliken charge.
Positions of all 19 atoms, in Å:
H -0.05672 0.35439 2.80150  0.2176
H 1.87736 -2.25527 2.37179  0.2433
C 0.33367 -1.12417 1.31130  0.2534
C 0.07511 -1.01783 -0.07369  -0.7090
H 0.38217 0.19586 -2.40067  0.3121
C -0.60746 0.90783 0.83009  -0.8068
H -1.09338 1.82318 0.81048  0.4497
C -0.39399 0.67696 -1.82120  -0.1701
C -0.16383 2.09870 -2.31168  -1.3047
C 0.80581 -2.26010 2.12970  -1.1660
H -1.03151 2.76444 -1.99755  0.2659
N -0.17886 0.05767 1.84744  -0.0721
H 0.66576 2.39558 -1.70686  0.3624
H 0.17441 -1.88818 -0.63978  0.4143
H -1.46834 0.52768 -2.10846  0.2400
H 0.59439 -3.19135 1.58341  0.3044
H 0.27536 -2.38272 3.04866  0.3532
C -0.32386 0.25821 -0.38597  0.4184
H 0.13389 2.05912 -3.28852  0.3939

Which of these has the highest F_max?
number 10

Number 6 is which compound?
C7H11IO

F_max of number 11 (C7H11N)?
5.0 eV Å⁻¹

Which formula does entry 6 have?
C7H11IO